Here is a structure of composition C43H41N3O3Ta from OMol25. Energies are from ωB97M-V with the def2-TZVPD basis set.

Structure (ORCA input):
```
! wB97M-V def2-TZVPD RIJCOSX def2/J DEFGRID3
* xyz 3 1
C -3.45639 -2.78179 0.68097
C -4.51306 -3.75063 3.40066
H 3.06745 -0.96625 2.44228
C -1.99265 4.22954 -2.63435
C -3.31755 2.41682 -1.76587
H -0.97228 -1.00801 -3.67362
H 4.27840 0.93177 1.86894
H -2.16679 1.32091 0.28829
C 2.22907 4.72746 -0.33181
C -4.89715 -4.28239 2.01663
C 0.79815 1.99380 3.50942
C -0.47359 4.99332 0.22724
H 1.70129 2.88201 -1.29349
H -5.24785 2.16487 -2.65412
H -0.85956 3.21410 2.90540
C -0.37831 1.75972 1.42900
H -3.27232 -4.90039 -0.89028
C -2.79482 -2.43325 -0.62346
C -3.60160 -5.19402 0.10626
H -3.08168 -2.23964 -4.00073
H 5.10694 3.83637 -1.15392
H -1.08694 4.81244 -2.62980
H 6.30209 -5.18906 -0.02535
H -2.11205 2.89574 1.07249
H -2.28708 -6.88206 0.27064
C 1.77344 5.84038 0.34789
H -1.20525 -1.45405 0.44777
C -0.01193 3.86931 -0.46006
C -2.47314 -5.95977 0.81969
H -4.48821 -5.82347 0.03413
H -5.86775 -3.86579 1.71619
N -1.00102 -1.20904 -1.60219
H -1.53235 5.11283 0.41829
C 3.55216 0.84234 -1.44253
C 5.11245 -2.16209 0.92000
H -5.25485 -4.13923 4.09804
C 1.44945 0.28020 1.96718
N 0.47766 0.74129 1.08723
H -4.52073 -2.67183 3.45821
C 1.60656 0.92027 3.17714
C -3.32926 -2.62792 -1.89381
C 3.95073 -2.12851 0.17258
H -5.01842 -5.36097 2.04937
N -3.96879 -4.01842 0.89304
C -1.50511 -1.41422 -2.82487
H 5.37917 -1.32044 1.54739
C 0.41522 5.97469 0.62950
O 1.92177 -1.06553 -0.64988
C 4.21201 1.24289 0.83868
Ta 0.62237 0.13299 -1.12430
H -3.46708 1.58658 -1.08154
H 3.22447 0.15660 -2.22320
C 5.64418 -4.33393 0.03213
H 0.05280 6.84917 1.15151
H 0.94417 2.51118 4.44819
C 3.63813 -3.20127 -0.64671
C -4.33115 2.73640 -2.65723
C -1.62933 -1.67821 -0.51659
H 2.46535 6.61267 0.65095
O -3.51872 -1.88204 1.49624
H 2.73525 -3.17859 -1.24585
H 3.28172 4.62966 -0.56632
H 4.25470 -5.12866 -1.37048
C 1.33908 3.73280 -0.73601
H -4.97466 4.04854 -4.22406
C 4.49232 -4.30022 -0.71771
C -1.02050 2.78043 -0.80105
C -1.51750 2.17341 0.51797
C 5.95793 -3.26256 0.85325
C -2.14691 3.16670 -1.73945
C 4.07772 2.08599 -1.81452
H 1.74569 -1.83897 1.70294
H 6.86660 -3.27933 1.43682
O -0.34665 1.63596 -1.44712
C 2.32546 -0.90986 1.64668
H -2.87808 5.36543 -4.21535
C 3.61704 0.41835 -0.11160
H -3.54146 -4.13486 3.71139
H 2.36644 0.58115 3.86519
H -4.26226 -3.16283 -2.01887
C 4.74320 2.46825 0.45889
C 4.67293 2.88988 -0.86686
C -4.17899 3.79778 -3.53742
C 3.02811 -0.93277 0.27067
H 5.21977 3.09442 1.20035
H -1.55320 -5.37787 0.83983
H -2.75758 -6.22275 1.83581
C -2.67878 -2.11093 -3.00745
C -0.20597 2.39501 2.64165
H 4.05390 2.39152 -2.85120
C -3.00599 4.54045 -3.52994
*
```

Summary:
calculated total energy: -2109.2780 hartree
HOMO-LUMO gap: 4.2850 eV



Here is a cluster of 9 separate species, C30H50F6N6O14P in total from OMol25. Energies are from ωB97M-V with the def2-TZVPD basis set.

Structure (ORCA input):
```
! wB97M-V def2-TZVPD RIJCOSX def2/J DEFGRID3
* xyz -1 1
O 2.77737 2.61183 -1.60975
H -1.03067 -4.85191 5.09283
O -4.60241 0.22328 -0.62979
O 2.89743 -0.78681 -1.51541
H -2.58427 0.85814 -5.63710
C -4.52329 -0.63834 -4.69643
N -4.25093 1.87060 3.66411
H 0.51180 -6.48053 0.33303
C 0.10305 -2.33938 5.25139
C -0.86808 -3.91758 -0.94238
H 5.03399 -1.30948 -5.58253
C -2.65202 -1.49494 -3.25896
H -3.14006 1.48736 -1.62530
H 2.36787 0.00939 -7.30431
H -4.36161 4.35720 -1.48485
C -1.08468 -2.32945 3.19147
O 4.10514 2.66983 0.78411
H 3.88838 1.33561 5.65472
F -1.10158 1.41178 -0.51983
N -4.66391 2.43467 -0.79293
O -2.04149 -4.10924 -0.63450
C -5.99582 2.46011 -0.08288
H 2.41627 2.42351 -0.74042
H 1.56852 -4.04597 -1.98511
H -6.56182 1.62716 -0.49996
H -1.24799 -4.85383 3.36246
C 2.94444 -0.56488 -2.82111
O -4.23654 -0.12463 2.60855
O 3.05645 -0.40641 4.99109
H 3.05570 3.51947 5.30479
H 0.84423 -2.95836 5.75697
H 0.53125 1.27890 3.39825
H 2.17348 -3.99999 -0.36276
H -6.45917 3.43423 0.07357
H -5.20226 -1.19540 -4.05084
H 4.31784 2.26577 -3.71792
H 0.89490 -5.28186 1.31814
H 0.32785 -5.16052 4.11444
H -4.15104 3.00778 5.32089
H -4.84974 0.38811 -4.52930
H 1.99565 -0.66360 -1.21010
F 1.08398 0.77795 -0.09815
P -0.36057 0.01282 0.03336
O 1.23717 1.05909 -5.49759
H 1.78896 0.23362 3.03630
H 1.89118 1.86779 2.33770
C 1.60626 1.29261 3.21866
F 0.40931 -1.38052 0.38325
H -0.66787 -2.07242 5.97425
H 6.62532 1.87609 0.65045
H -5.39073 0.46999 4.24266
H 8.68601 1.61134 -2.14299
H -0.92173 -1.24384 3.27571
C 0.07728 -5.52958 0.64123
C -3.15596 2.46916 2.93659
C -4.95164 2.74474 4.62956
O 7.01369 2.03697 -3.88026
F -0.51717 0.37256 1.57600
F -0.12688 -0.51146 -1.51487
C -4.62160 0.61798 3.46889
H -0.86048 -5.75160 1.15056
C 3.34967 -0.22609 -5.57226
H -1.31623 0.27901 -4.52297
H 1.67731 3.56626 4.22313
N -3.12858 -0.78374 -4.36365
H 1.81876 -5.57810 -1.22118
N 0.13190 -4.60762 -0.46673
H -2.64405 1.85251 2.19781
H -2.78584 3.57998 -1.16706
H -5.70043 2.26243 5.25787
H 0.63429 -1.42461 4.98861
C -0.56857 -4.54177 4.15561
C 3.09561 0.80713 5.10297
C 2.03588 0.10595 -3.48940
H -4.69203 -0.80250 -5.76070
F -1.74729 -0.81288 0.08880
O 5.19099 -1.54288 -3.02587
O 8.24611 1.55345 -1.29168
C 2.70487 3.21539 4.31860
C -3.83154 3.63462 -0.86436
N 2.50237 1.72660 4.33789
C 4.16878 2.47518 -1.62337
C 4.84456 2.28825 -2.77532
H 1.20126 0.54761 -2.96524
H -5.78269 2.11270 0.92806
H -0.67315 -3.17457 -1.73113
C 2.14962 0.42016 -4.90386
C -2.15115 -0.01937 -5.15701
H -3.50461 3.36949 2.43066
H -1.56918 -1.48256 -3.06023
H -4.00423 3.92896 0.17084
C 6.31249 2.04271 -2.78099
H -2.36098 2.65652 3.65838
C 4.70164 2.35593 -0.28148
O -3.38304 -1.98130 -2.43939
H 3.30099 3.64064 3.51121
N -0.45475 -3.09661 4.11218
C 1.50508 -4.55330 -1.02246
C -4.05796 1.28164 -1.05317
C 4.22619 -1.02250 -4.92562
H -5.32544 3.72810 4.34425
C 4.18204 -1.12520 -3.43842
O 3.19353 -0.32966 -6.95083
O -1.85729 -2.76303 2.31705
C 6.92744 1.94702 -1.41845
C 6.15063 2.00845 -0.31056
H -1.75978 -0.63331 -5.96818
*
```

Summary:
calculated total energy: -3495.6933 hartree
HOMO-LUMO gap: 5.5274 eV



Here is a cluster of 2 separate species, C4H7NO in total from OMol25. Energies are from ωB97M-V with the def2-TZVPD basis set.

Structure (ORCA input):
```
! wB97M-V def2-TZVPD RIJCOSX def2/J DEFGRID3
* xyz 0 1
C -1.35967 -0.31167 -0.68915
H -1.69622 -1.33784 -0.53906
C -0.10019 0.18937 -0.12420
H -1.53281 1.64810 0.44614
H -1.55312 0.10542 -1.66906
H -1.67812 0.13322 1.47754
C -1.34685 0.58616 0.54280
O 0.71449 1.34615 -0.98010
C 1.29170 0.38164 -0.29713
H 0.47946 -1.50241 1.10147
H 3.20350 0.28928 -0.30108
N 2.36628 -0.14997 0.05024
H 1.21154 -1.37744 0.98157
*
```

Summary:
SMILES: [H]/N=C1\OC12CC2.[H][H]
energy above the lowest of the compared OMol25 structures with the same formula, charge and spin: 485.33 kJ/mol
calculated total energy: -286.4468 hartree
HOMO-LUMO gap: 11.4499 eV



Here is a structure of composition C27H27AsNO6S2SeV from OMol25. Energies are from ωB97M-V with the def2-TZVPD basis set.

Structure (ORCA input):
```
! wB97M-V def2-TZVPD RIJCOSX def2/J DEFGRID3
* xyz 0 3
O -1.88764 0.66670 3.13138
H -2.27967 -5.69338 2.50080
H -2.92831 -4.00893 4.17860
C 4.67992 -0.74888 -3.73273
O -0.21655 -1.62264 -1.09932
N 2.45015 0.35685 -0.57090
H -4.35712 3.42477 -3.24096
H 0.14776 4.20216 0.36743
C -1.19229 -4.29781 1.28916
C -2.37419 1.70364 -3.69616
H 3.07017 3.38851 -2.47662
C -0.73974 3.66902 0.71952
C -2.88389 4.33392 -0.35652
C -2.50982 2.62811 -2.51529
C -3.81928 4.33419 -1.38250
C 5.36940 -3.02537 -3.38401
C -1.96712 -4.66369 2.38670
C 4.36433 1.83416 -1.76338
H -1.69571 2.12068 -4.44482
H 5.87769 -3.91188 -3.73948
C 4.05101 -0.77827 -2.49072
H -0.88287 -5.02596 0.55343
H -2.22360 -1.63956 3.89796
C -0.80278 -2.98040 1.13094
H -1.95620 0.74252 -3.39871
H -5.69698 5.06224 -2.15180
C 4.04511 3.15053 -2.06830
O -1.84395 0.06592 0.35548
H -5.50808 5.25750 -0.40472
C -2.32419 -3.72337 3.32741
H 3.51683 -1.93852 -0.76350
C 4.05772 -1.91222 -1.70008
O 0.47799 0.59004 1.52935
H -1.16741 4.21884 1.55744
H 7.47813 2.23126 -0.53439
C -4.98310 5.29069 -1.36073
V 0.53322 -0.03807 -0.30104
H -0.38377 2.71513 1.08538
C 4.98812 4.14031 -1.82455
C -1.16590 -2.00647 2.09191
As -1.04207 -0.07079 1.95776
C -1.55104 2.69245 -1.49975
C 6.21835 3.80581 -1.27805
H 3.12447 0.02546 0.11339
C -3.62610 3.45975 -2.43913
H 4.64769 0.14635 -4.34271
C -1.74330 3.53610 -0.39155
H 5.82322 -1.87545 -5.14404
C 5.34334 -1.87863 -4.17445
C 6.51757 2.48442 -0.96320
C 4.73810 -3.03919 -2.15273
H 4.75021 -3.93231 -1.54259
H -3.02728 4.99352 0.49382
C 5.58895 1.48627 -1.20545
S 0.37550 -2.67149 -0.16422
O 0.65952 -3.89882 -0.82608
H 4.76022 5.17008 -2.06482
H 6.95216 4.57938 -1.09296
H -4.63911 6.31649 -1.50766
H -2.40350 0.85888 0.40184
S 3.08003 0.64129 -2.02381
H -3.34484 1.54078 -4.16398
Se 0.10657 1.79076 -1.75680
O 1.48462 -1.97280 0.52301
H 5.81722 0.45336 -0.97453
C -1.92931 -2.39416 3.17942
*
```

Summary:
energy above the lowest of the compared OMol25 structures with the same formula, charge and spin: 42.83 kJ/mol
calculated total energy: -7928.9097 hartree
expectation value of S²: 2.02
HOMO-LUMO gap (spin up / spin down): 7.6438 / 7.8172 eV



Here is a cluster of 2 separate species, C4H10O in total from OMol25. Energies are from ωB97M-V with the def2-TZVPD basis set.

Structure (ORCA input):
```
! wB97M-V def2-TZVPD RIJCOSX def2/J DEFGRID3
* xyz 0 1
H -2.73928 0.36344 -0.88624
H 2.37159 0.09160 1.32538
H 1.13469 -1.17819 -0.27014
C -1.93070 -0.19836 -0.40390
C 0.28662 0.16773 0.88029
O 1.97378 -1.41017 -0.72043
H -2.36875 -0.75567 0.43164
H -1.29980 1.53689 0.69310
C 1.57210 0.48825 0.70741
H -1.55673 -0.92829 -1.13112
H 0.01900 -0.47948 1.71670
C -0.83591 0.76214 0.07012
H 1.97594 -0.85505 -1.50939
H 1.89694 1.14576 -0.10026
H -0.40648 1.28159 -0.79659
*
```

Summary:
SMILES: C=CCC.O
energy above the lowest of the compared OMol25 structures with the same formula, charge and spin: 133.19 kJ/mol
calculated total energy: -233.5942 hartree
HOMO-LUMO gap: 10.2825 eV



Here is a structure of composition C12H19B2F4N6O6Ru from OMol25. Energies are from ωB97M-V with the def2-TZVPD basis set.

Structure (ORCA input):
```
! wB97M-V def2-TZVPD RIJCOSX def2/J DEFGRID3
* xyz 3 1
F 2.07492 1.24061 -1.98837
H 3.62678 -3.64844 -0.65116
O 0.16668 -1.14309 1.57934
B -3.19155 -0.27614 -0.99842
H 4.08562 -2.21906 0.27088
N -0.69821 -2.74883 0.23564
Ru 0.18089 0.16188 -0.56841
C -0.22651 2.77481 0.73450
N 1.91167 -0.76962 -0.13296
N -1.64363 0.99781 0.20065
H 0.70630 -5.53715 -1.25312
F 3.73598 2.73607 -1.52098
C -0.12758 -4.96128 -0.85881
C 2.05283 -2.17913 -0.38201
C 3.49985 -2.57226 -0.58222
H 2.59040 -3.37893 2.30708
O 1.84935 2.66438 -0.19045
O -1.68088 -2.14023 -0.15118
N 0.14782 -1.45142 -1.75212
H -0.51631 -5.49817 0.00526
H 0.72558 -3.61468 -3.41545
B 2.59945 2.23775 -1.23455
F -2.25959 -0.23350 -1.95296
H -3.54238 2.12648 1.58618
H -0.36147 4.27467 2.24010
C 1.52254 -3.24401 -2.76733
N 0.65784 2.05603 0.09077
H -2.39548 3.12811 2.50315
H 2.14224 -2.54460 -3.33015
O 2.82613 -0.06559 0.22706
C 1.27451 -3.12082 0.64122
H -0.91421 -4.92666 -1.61032
H -2.98999 3.68070 0.95808
H 0.61159 -1.26060 -3.65503
H 3.92388 -2.10810 -1.47262
C 0.95677 -2.58404 -1.52684
O -2.85388 0.39251 0.15046
C 0.27323 -3.58364 -0.45599
H -0.50011 4.87000 0.61790
F -4.30170 -0.88891 -1.13541
H 1.25633 -4.53587 2.20343
H 2.15090 -4.09198 -2.51046
H 1.09058 4.38062 1.20548
C -1.54916 2.12670 0.84077
N 0.17111 -2.30215 1.13760
O 0.05068 -0.87143 -2.94064
C 1.99505 -3.98043 1.62369
H 2.64881 -4.71159 1.15260
C -2.67832 2.78468 1.50551
C 0.02991 4.12480 1.23000
*
```

Summary:
calculated total energy: -1791.4759 hartree
HOMO-LUMO gap (spin up / spin down): 6.1321 / 6.1375 eV